Model 1:
ORCA calculation (ωB97M-V with the def2-TZVPD basis set) on a single C2H3OPS molecule.

XYZ file:
```
8
C2H3OPS | the Open Molecules 2025 dataset | ωB97M-V with the def2-TZVPD basis set
C -1.73 -0.59 0.18
C 1.48 0.99 -0.79
O -0.72 -0.81 -0.61
P 0.57 -1.78 -0.14
S 2.03 -0.17 0.20
H -2.42 0.05 -0.42
H 2.13 1.86 -0.73
H 0.27 -1.83 1.24
```


Model 2:
ORCA calculation (ωB97M-V with the def2-TZVPD basis set) on a single C2H3OPS molecule.

XYZ file:
```
8
C2H3OPS | the Open Molecules 2025 dataset | ωB97M-V with the def2-TZVPD basis set
O -2.54 0.39 0.35
S -1.33 0.31 -0.53
C 0.25 1.05 0.07
C 1.07 -0.02 0.26
P -0.15 -1.53 0.04
H 0.53 2.07 0.32
H 2.03 -0.23 0.75
H 0.15 -2.04 -1.25
```

SMILES	O=S1=CC=[PH]=1


Of them, model 1 has the lowest stability.


Model 1:
ORCA calculation (ωB97M-V with the def2-TZVPD basis set) on 2 unconnected molecules or ions with the total composition CH2NOS3.

XYZ file:
```
8
CH2NOS3 | the Open Molecules 2025 dataset | ωB97M-V with the def2-TZVPD basis set
C 0.32 0.69 1.30
N 0.01 0.05 -0.87
O 1.01 -1.01 -1.06
S -1.51 -0.43 -1.04
S 1.85 0.55 1.68
S -1.10 1.24 1.77
H -1.92 -0.21 0.14
H 1.35 -0.87 -1.92
```

net charge	-1


Model 2:
ORCA calculation (ωB97M-V with the def2-TZVPD basis set) on 2 unconnected molecules or ions with the total composition CH2NOS3.

XYZ file:
```
8
CH2NOS3 | the Open Molecules 2025 dataset | ωB97M-V with the def2-TZVPD basis set
C 3.97 -0.34 -0.32
N 0.74 0.87 -1.36
O 3.28 -1.11 0.22
S 4.87 0.58 -1.20
S 0.25 2.96 0.86
S 0.33 1.11 0.35
H 1.78 0.77 -1.28
H 0.58 1.76 -1.83
```

net charge	-1


Of them, model 1 has the lowest stability.


Model 1:
ORCA calculation (ωB97M-V with the def2-TZVPD basis set) on 4 unconnected molecules or ions with the total composition C3H15NO3.

XYZ file:
```
22
C3H15NO3 | the Open Molecules 2025 dataset | ωB97M-V with the def2-TZVPD basis set
C -0.91 -1.02 -1.75
C -0.43 -0.50 -0.36
C -1.38 -0.83 0.71
N 0.86 -1.09 -0.05
H -2.07 -0.79 -1.89
H -0.28 -0.56 -2.58
H -0.66 -2.19 -1.79
H -0.24 0.60 -0.44
H -1.05 -0.43 1.72
H -2.45 -0.43 0.54
H -1.49 -1.85 0.84
H 1.48 -1.13 -0.86
H 0.68 -2.09 0.00
O 2.13 2.53 2.54
H 1.93 1.60 2.64
H 2.98 2.70 3.09
O 1.60 -0.33 2.38
H 1.49 -0.71 1.48
H 1.33 0.28 3.12
O -1.55 2.08 -3.03
H -0.84 1.80 -2.44
H -1.14 2.36 -3.87
```

SMILES	CC(C)N.O.O.O


Model 2:
ORCA calculation (ωB97M-V with the def2-TZVPD basis set) on 4 unconnected molecules or ions with the total composition C3H15NO3.

XYZ file:
```
22
C3H15NO3 | the Open Molecules 2025 dataset | ωB97M-V with the def2-TZVPD basis set
C -1.44 0.36 -0.16
N -1.46 -0.69 -1.26
C -2.22 -0.16 -2.42
C -0.12 -1.44 -1.27
H -0.62 1.15 -0.26
H -1.20 -0.18 0.79
H -2.40 0.87 0.10
H -2.08 -0.55 -3.41
H -3.33 -0.47 -2.15
H -2.07 0.83 -2.49
H -0.05 -2.35 -1.85
H 0.04 -1.83 -0.17
H 0.70 -0.79 -1.63
O 2.95 1.76 -0.71
H 2.83 2.49 -0.22
H 2.72 1.13 0.05
O 0.08 -1.05 2.89
H 0.46 -1.88 2.57
H -0.84 -1.27 3.04
O 1.57 0.96 1.93
H 0.91 0.16 2.11
H 1.04 1.59 2.41
```

SMILES	CN(C)C.O.O.O


Of them, model 2 has the lowest stability.


Model 1:
ORCA calculation (ωB97M-V with the def2-TZVPD basis set) on 2 unconnected molecules or ions with the total composition ClFHOPS.

XYZ file:
```
6
ClFHOPS | the Open Molecules 2025 dataset | ωB97M-V with the def2-TZVPD basis set
O 1.63 0.08 -1.63
P 2.52 0.15 -0.51
S 2.95 1.89 0.23
Cl 3.17 -1.50 0.43
F 0.11 -0.04 1.16
H -0.76 -0.02 1.45
```

SMILES	O=P(=S)Cl.F


Model 2:
ORCA calculation (ωB97M-V with the def2-TZVPD basis set) on 2 unconnected molecules or ions with the total composition ClFHOPS.

XYZ file:
```
6
ClFHOPS | the Open Molecules 2025 dataset | ωB97M-V with the def2-TZVPD basis set
O 1.26 -0.36 -1.07
P 2.37 0.04 -0.18
S 3.03 1.85 0.15
Cl 3.69 -1.42 0.26
F -0.44 0.40 0.69
H -0.36 0.51 -0.28
```

SMILES	O=P(=S)Cl.F


Of them, model 1 has the lowest stability.